P.
The following is a DFT calculation (wB97M-V/def2-TZVPD) of a cluster of 9 separate species, C5H27NO8 in total.

## Properties
Gap between HOMO and LUMO in eV: 9.047
LUMO level in eV: 0.3
Structure (SMILES): CC(C)=C(C)N.O.O.O.O.O.O.O.O
Charge: 0

Each line ends with the Löwdin charge.
Cartesian coordinates (Å):
C: 0.40434 -0.74377 1.12508  -0.0193
C: -0.96324 -0.80344 0.26197  -0.2526
C: -1.03783 -1.65151 -0.90905  -0.0594
C: -1.68360 0.24040 0.56231  -0.4461
C: -2.98031 0.56224 0.00312  -0.0606
N: -1.34563 1.32859 1.43378  0.0566
H: 0.82122 0.22761 0.91159  0.0352
H: 1.07159 -1.56391 1.02317  0.0253
H: 0.32271 -0.67816 2.22750  0.0776
H: -1.35120 -1.16740 -1.73731  0.0348
H: -1.82858 -2.45872 -0.55872  0.1411
H: -0.22311 -2.37499 -1.05044  0.0809
H: -2.97878 -0.03037 -0.88871  0.0644
H: -3.94902 0.41881 0.57497  0.1107
H: -3.14994 1.66876 0.01048  0.0926
H: -0.44525 1.17807 1.92800  0.0818
H: -2.11567 1.35778 2.17071  0.1373
O: -2.09621 2.02998 -3.24274  -0.0630
H: -2.63767 1.33308 -2.77698  0.0578
H: -1.60999 2.55764 -2.65259  -0.0574
O: 3.65957 -0.27039 1.92103  -0.0138
H: 4.29921 0.06015 2.53589  0.0412
H: 4.02734 -1.05447 1.55862  0.0033
O: 0.70793 0.73829 -2.44547  -0.0321
H: 0.04315 0.71557 -1.72296  0.0172
H: 0.13427 1.34928 -2.84264  -0.0192
O: 1.87183 2.34687 0.34456  -0.0978
H: 1.12464 2.38553 -0.29835  0.0039
H: 2.45197 1.56660 0.14163  0.0471
O: -0.88317 2.88458 -1.08663  -0.0758
H: -1.07173 3.76152 -1.13349  0.0059
H: -1.25216 2.43444 -0.16719  0.1140
O: 2.36371 -2.27941 -2.21182  -0.1223
H: 2.56949 -2.17949 -3.16328  0.0572
H: 1.47133 -1.71613 -2.07872  0.0922
O: -2.22741 -1.81480 4.17276  -0.0376
H: -1.77391 -2.63700 3.89137  0.0588
H: -1.44553 -1.34249 4.09119  -0.0282
O: 2.68248 -2.86202 0.49900  -0.1428
H: 2.94589 -3.02497 -0.51761  0.0879
H: 2.90317 -1.89526 0.62140  0.0033

Q.
The following is a DFT calculation (wB97M-V/def2-TZVPD) of a cluster of 9 separate species, C5H27NO8 in total.

## Properties
Gap between HOMO and LUMO in eV: 8.979
LUMO level in eV: 0.1
Structure (SMILES): C/C=C(\C)NC.O.O.O.O.O.O.O.O
Charge: 0

Each line ends with the Löwdin charge.
Cartesian coordinates (Å):
C: 0.37086 -3.19606 0.46968  -0.0919
C: -0.73755 -2.18262 0.41566  -0.1135
C: -0.69692 -1.14206 -0.41494  -0.3305
C: 0.48423 -0.78774 -1.26755  -0.0526
N: -1.74092 -0.09161 -0.44616  -0.0541
C: -1.37065 0.85873 0.63860  -0.0922
H: 0.90607 -3.09046 1.42139  0.0722
H: 0.06358 -4.22179 0.28269  0.0730
H: 1.17857 -3.01938 -0.24223  0.0660
H: -1.61741 -2.36052 1.02024  0.0930
H: 0.75250 -1.66238 -1.86087  0.0510
H: 1.39485 -0.48229 -0.74464  0.0800
H: 0.32130 -0.04095 -2.03890  0.0437
H: -2.57744 -0.56422 -0.10694  0.1006
H: -2.28656 1.24822 1.08201  0.0907
H: -0.88140 0.39925 1.50394  0.0419
H: -0.61288 1.58318 0.32187  0.0551
O: -1.85220 0.20565 -3.23107  -0.0836
H: -2.00933 -0.09714 -2.31683  -0.0081
H: -1.29904 0.95750 -3.01985  0.0021
O: 0.15163 -3.36539 -3.00155  -0.0569
H: -0.58126 -3.16374 -2.40508  0.0315
H: -0.04075 -2.79759 -3.74789  0.0410
O: -2.84458 -0.81983 2.48698  -0.0565
H: -3.05363 -1.25017 3.32376  0.0516
H: -1.91736 -0.60131 2.63644  0.0141
O: 2.32790 2.24114 1.17942  -0.0664
H: 2.98942 2.73396 1.68166  0.0675
H: 2.79420 1.41055 0.97967  0.0339
O: 1.28973 2.49952 -2.19568  -0.0358
H: 0.75066 2.91608 -2.87524  0.0675
H: 1.56927 1.65241 -2.55662  0.0501
O: 0.76413 1.36996 3.31708  -0.0585
H: 1.11751 2.03374 2.70718  0.0112
H: -0.15341 1.55018 3.50021  0.0335
O: 2.63413 -0.44062 1.63149  -0.0566
H: 1.91823 -0.24722 2.25634  0.0290
H: 3.37439 -0.56591 2.23827  0.0601
O: 0.14832 3.44506 0.07522  -0.1049
H: 0.52175 2.89529 -0.63522  -0.0247
H: 1.00829 3.82911 0.29353  0.0268

Out of the structures above, which one is the least stable? Solution: P.